Record 1
10
Properties=species:S:1:pos:R:3:lowdin_charge:R:1 method="wB97M-V/def2-TZVPD" homo_energy_ev=-9.573 orbital_gap_ev=9.61 smiles="NS(=O)(=O)NS" e_tot_ha=-1058.6849
N -0.713 1.187 -0.723 -0.085
S -1.073 -0.288 -0.104 0.639
O -2.173 -0.126 0.866 -0.333
O -1.164 -1.215 -1.208 -0.328
N 0.739 -0.494 0.835 -0.566
S 1.857 -1.213 -0.171 0.692
H 0.278 1.316 -0.714 0.040
H -1.060 1.954 -0.158 0.081
H 0.806 -1.088 1.649 -0.001
H 2.503 -0.033 -0.271 -0.137

---

Record 2
63
Properties=species:S:1:pos:R:3:lowdin_charge:R:1 method="wB97M-V/def2-TZVPD" homo_energy_ev="-14.226 / -14.643" s_squared=6.060 orbital_gap_ev="8.84 / 4.36" e_tot_ha=-1384.3001 multiplicity=5 charge=+2
H 0.802 2.188 0.501 0.118
N 0.651 1.248 -1.408 -0.127
B 0.860 0.648 -3.875 -0.439
N 0.889 1.664 -2.698 -0.014
C 1.098 2.991 -2.680 -0.021
Pt -0.068 -0.642 -0.967 1.438
H 1.222 3.531 -3.612 0.144
C 1.053 3.421 -1.365 -0.020
H 1.140 4.431 -1.013 0.113
C 0.826 2.294 -0.582 -0.100
H 1.171 1.138 -4.919 0.133
C -1.655 -2.665 -0.034 -0.011
H -1.941 -2.271 0.951 0.048
H -1.142 -3.631 0.054 0.060
H -2.537 -2.763 -0.680 0.037
N -0.566 0.021 -3.845 0.024
N 1.769 -0.546 -3.439 -0.001
N -1.047 -0.535 -2.673 -0.133
N 1.430 -1.286 -2.320 -0.097
C -1.435 -0.238 -4.834 0.043
C 2.747 -1.195 -4.106 -0.005
H -1.182 0.104 -5.837 0.162
H 3.135 -0.780 -5.027 0.147
C -2.528 -0.921 -4.294 0.027
C 3.048 -2.357 -3.413 -0.006
C -2.266 -1.069 -2.941 -0.056
C 2.198 -2.392 -2.306 -0.087
H -3.401 -1.268 -4.817 0.126
H 3.782 -3.094 -3.686 0.118
H -2.836 -1.525 -2.138 0.107
H 2.128 -3.140 -1.527 0.111
H -0.881 -1.980 -0.577 -0.124
C -0.883 1.828 5.467 -0.022
C -1.042 1.644 3.981 -0.221
C -1.696 2.615 3.219 0.054
C -1.919 2.424 1.850 -0.243
C -2.623 3.495 1.070 -0.028
C -1.478 1.250 1.244 -0.019
C -0.606 0.360 1.924 -0.268
C -0.530 0.520 3.341 0.040
N 0.165 -0.547 1.241 0.003
C 1.066 -1.485 1.946 -0.598
C 2.189 -0.681 2.611 -0.018
C 0.333 -2.373 2.988 -0.015
C 1.725 -2.431 0.955 -0.084
H -0.314 2.742 5.690 0.100
H -1.856 1.926 5.969 0.101
H -0.354 0.983 5.923 0.088
H -2.044 3.532 3.700 0.149
H -3.682 3.572 1.353 0.101
H -2.168 4.474 1.272 0.099
H -2.566 3.307 -0.008 0.080
H -1.754 1.040 0.204 0.097
H -0.056 -0.242 3.952 0.094
H 1.833 -0.058 3.436 0.078
H 2.954 -1.362 3.007 0.109
H 2.649 -0.026 1.861 0.098
H -0.757 -2.341 2.882 0.084
H 0.642 -3.419 2.862 0.097
H 0.612 -2.101 4.012 0.092
H 0.986 -3.088 0.482 0.063
H 2.265 -1.877 0.184 0.059
H 2.448 -3.060 1.489 0.116

---

Record 3
17
Properties=species:S:1:pos:R:3:lowdin_charge:R:1 method="wB97M-V/def2-TZVPD" homo_energy_ev=-15.666 orbital_gap_ev=12.52 e_tot_ha=-288.4065 charge=+1
C -0.563 -1.844 1.233 -0.067
C 0.487 -1.167 0.377 -0.218
N -0.091 -0.242 -0.627 0.138
H -0.089 -2.287 2.107 0.089
H -1.039 -2.729 0.775 0.093
H -1.343 -1.169 1.571 0.083
H 1.129 -1.858 -0.177 0.135
H 1.128 -0.525 0.978 0.124
H -0.645 0.490 -0.174 0.112
H 0.641 0.295 -1.216 0.099
H -0.718 -0.779 -1.225 0.168
H -1.429 2.832 0.900 0.058
H -2.392 2.803 -0.262 0.065
O -1.889 2.206 0.320 -0.058
H 2.430 1.368 -2.281 0.097
H 2.461 1.498 -0.797 0.097
O 1.920 1.107 -1.502 -0.016

---

Record 4
22
Properties=species:S:1:pos:R:3:lowdin_charge:R:1 method="wB97M-V/def2-TZVPD" homo_energy_ev=-7.737 orbital_gap_ev=8.84 smiles=CCN(C)C(C)C e_tot_ha=-292.2556
C 2.291 -0.722 -1.547 -0.078
C 0.702 -0.902 -1.077 -0.196
N 0.395 0.190 -0.110 -0.223
C -0.015 1.427 -0.724 -0.094
C -0.511 -0.211 1.042 -0.415
C -1.877 -0.763 0.494 -0.053
C -0.681 0.808 2.107 -0.086
H 2.352 0.103 -2.257 0.039
H 2.548 -1.549 -2.234 0.057
H 2.982 -0.592 -0.711 0.060
H 0.776 -1.950 -0.721 0.115
H 0.225 -0.812 -1.956 0.051
H 0.202 2.174 -0.007 0.045
H -1.118 1.206 -0.654 0.081
H 0.553 1.832 -1.666 0.131
H -0.123 -1.083 1.467 0.106
H -1.865 -1.642 -0.209 0.098
H -2.341 0.204 0.203 0.073
H -2.368 -1.159 1.273 0.019
H -1.552 1.542 2.126 0.099
H 0.212 1.511 2.046 0.097
H -0.787 0.389 3.116 0.078

---

Record 5
14
Properties=species:S:1:pos:R:3:lowdin_charge:R:1 method="wB97M-V/def2-TZVPD" homo_energy_ev=-11.232 orbital_gap_ev=5.94 e_tot_ha=-337.4233 charge=+1
C -0.789 0.323 -0.040 -0.037
C 0.365 -0.300 0.252 -0.080
C 1.648 0.182 -0.259 -0.352
O 2.338 -0.587 -1.056 -0.400
Sr 4.938 -0.807 -0.894 1.506
H -0.759 1.299 -0.539 0.131
H 0.364 -1.201 0.873 0.121
H 1.572 1.248 -0.552 0.104
H 3.328 0.432 0.405 -0.053
O -3.145 0.675 0.372 -0.048
C -2.148 -0.287 0.104 -0.255
H -2.128 -1.079 0.870 0.130
H -3.162 0.860 1.316 0.095
H -2.422 -0.758 -0.853 0.138

---

Record 6
20
Properties=species:S:1:pos:R:3:lowdin_charge:R:1 method="wB97M-V/def2-TZVPD" homo_energy_ev="-10.329 / -10.289" s_squared=0.758 orbital_gap_ev="11.23 / 7.45" e_tot_ha=-439.9707 multiplicity=2
C -0.477 -0.175 0.778 -0.136
C 0.083 1.253 0.528 -0.440
C -0.893 2.251 1.185 -0.045
O 0.235 1.550 -0.839 -0.028
N 0.454 -1.305 0.639 0.072
C 1.603 -1.180 -0.252 -0.304
O 1.046 -0.986 -1.504 -0.066
H -1.276 -0.217 0.034 0.133
H -0.862 -0.203 1.795 0.122
H 1.031 1.413 1.059 0.132
H -1.429 1.989 2.097 0.075
H -0.256 3.071 1.528 0.078
H -1.609 2.554 0.422 0.086
H 0.416 0.704 -1.280 0.047
H -0.065 -2.094 0.248 0.115
H 2.255 -2.053 -0.281 0.129
H 2.172 -0.285 0.035 0.124
H -0.983 -2.211 -2.779 0.039
H -0.314 -1.770 -1.582 -0.029
O -1.132 -2.309 -1.829 -0.105

---

Record 7
115
Properties=species:S:1:pos:R:3:lowdin_charge:R:1 method="wB97M-V/def2-TZVPD" homo_energy_ev=-8.939 orbital_gap_ev=9.34 smiles="C=CC[C@@]1(S)OC(=O)O[C@]1(CCCCCCCCCCC)Cc1ccccc1.COP(=O)(OC)OC.COP(=O)(OC)OC.COP(=O)(OC)OC" e_tot_ha=-3845.9987
C -1.120 1.462 1.354 -0.019
C -0.708 2.811 1.477 -0.187
C -0.525 3.844 0.272 -0.180
C 1.044 3.935 -0.179 -0.584
S 1.798 4.644 1.399 0.807
O 1.397 2.507 -0.217 -0.040
C 1.632 2.238 -1.601 -0.378
O 2.002 1.086 -1.892 0.106
O 1.436 3.398 -2.395 0.015
C 1.396 4.628 -1.573 -0.304
C 0.216 5.444 -2.349 -0.098
C 0.408 5.376 -3.973 -0.178
C -0.667 4.433 -4.702 -0.195
C -0.138 2.969 -5.098 -0.215
C 1.303 2.931 -5.800 -0.212
C 1.546 1.524 -6.555 -0.202
C 2.146 0.432 -5.514 -0.188
C 0.931 -0.568 -5.149 -0.211
C 1.123 -1.382 -3.773 -0.202
C -0.175 -1.079 -2.847 -0.274
C -1.174 -2.336 -2.908 -0.130
C 2.688 5.603 -1.652 -0.095
C 4.053 4.823 -1.960 -0.140
C 4.586 3.605 -1.154 -0.031
C 5.894 2.833 -1.444 -0.059
C 6.792 3.306 -2.613 -0.076
C 6.315 4.538 -3.426 -0.072
C 4.976 5.312 -3.139 -0.016
H -1.821 1.065 0.546 0.078
H -0.682 0.676 2.072 0.087
H -0.453 3.194 2.535 0.100
H -1.067 3.376 -0.638 0.131
H -0.933 4.899 0.497 0.123
H 3.044 5.186 1.120 -0.119
H -0.824 4.982 -2.160 0.106
H 0.193 6.535 -2.015 0.124
H 1.496 5.177 -4.254 0.102
H 0.184 6.455 -4.331 0.115
H -1.041 4.925 -5.669 0.111
H -1.597 4.273 -4.035 0.112
H -0.889 2.558 -5.882 0.114
H -0.202 2.236 -4.214 0.100
H 2.088 2.998 -4.949 0.098
H 1.501 3.849 -6.463 0.114
H 0.511 1.166 -6.917 0.100
H 2.212 1.709 -7.464 0.100
H 3.030 -0.087 -6.019 0.104
H 2.545 0.914 -4.545 0.099
H 0.840 -1.348 -5.992 0.112
H -0.023 0.061 -5.150 0.085
H 2.118 -1.169 -3.258 0.095
H 1.124 -2.513 -4.025 0.101
H 0.231 -0.958 -1.770 0.097
H -0.662 -0.071 -3.103 0.092
H -1.572 -2.394 -3.988 0.083
H -1.991 -2.165 -2.130 0.066
H -0.568 -3.263 -2.619 0.076
H 2.787 6.256 -0.703 0.110
H 2.484 6.360 -2.503 0.119
H 3.927 3.243 -0.281 0.087
H 6.119 1.931 -0.765 0.098
H 7.757 2.732 -2.803 0.087
H 7.001 4.898 -4.265 0.082
H 4.686 6.229 -3.775 0.096
C 5.260 -7.575 -2.035 -0.106
O 3.980 -6.971 -2.152 -0.212
P 3.879 -5.384 -2.328 0.393
O 2.499 -4.860 -2.455 -0.234
O 4.828 -5.080 -3.586 -0.226
C 4.480 -5.683 -4.826 -0.103
O 4.717 -4.819 -1.088 -0.219
C 4.383 -3.520 -0.614 -0.099
H 5.294 -8.151 -1.109 0.092
H 5.405 -8.251 -2.880 0.090
H 6.068 -6.841 -2.027 0.086
H 3.532 -6.223 -4.769 0.090
H 5.269 -6.383 -5.107 0.088
H 4.404 -4.909 -5.591 0.092
H 5.196 -3.162 0.020 0.089
H 3.470 -3.573 -0.018 0.092
H 4.247 -2.822 -1.443 0.088
C -6.310 -0.094 5.977 -0.106
O -6.908 0.590 4.882 -0.214
P -6.127 0.665 3.490 0.389
O -6.844 1.386 2.415 -0.234
O -5.788 -0.868 3.157 -0.225
C -6.885 -1.758 2.995 -0.103
O -4.703 1.275 3.894 -0.215
C -3.990 1.986 2.890 -0.111
H -6.245 0.588 6.825 0.092
H -6.943 -0.940 6.249 0.089
H -5.310 -0.464 5.741 0.081
H -7.845 -1.239 3.039 0.089
H -6.849 -2.504 3.792 0.089
H -6.797 -2.264 2.033 0.090
H -2.952 2.089 3.207 0.065
H -4.422 2.981 2.772 0.095
H -4.016 1.452 1.938 0.082
C -4.539 -4.427 11.195 -0.104
O -5.132 -3.746 10.097 -0.211
P -4.345 -3.676 8.707 0.392
O -5.059 -2.957 7.629 -0.230
O -4.010 -5.211 8.379 -0.224
C -5.109 -6.099 8.217 -0.102
O -2.923 -3.068 9.115 -0.217
C -2.204 -2.361 8.112 -0.100
H -4.476 -3.742 12.041 0.093
H -5.175 -5.271 11.467 0.091
H -3.539 -4.799 10.964 0.087
H -6.068 -5.577 8.256 0.089
H -5.078 -6.842 9.016 0.089
H -5.019 -6.607 7.256 0.092
H -1.167 -2.259 8.434 0.090
H -2.634 -1.365 7.990 0.090
H -2.228 -2.896 7.161 0.092

---

Record 8
24
Properties=species:S:1:pos:R:3:lowdin_charge:R:1 method="wB97M-V/def2-TZVPD" homo_energy_ev=-9.393 orbital_gap_ev=9.98 smiles="CNC(C)=O.CNC(C)=O" e_tot_ha=-497.0307
C -1.271 -1.142 -1.819 -0.050
N -2.210 -0.172 -1.242 0.001
C -2.220 0.140 0.090 -0.551
C -3.264 1.159 0.516 -0.002
O -1.565 -0.466 0.917 0.031
H -0.475 -0.636 -2.348 0.064
H -0.957 -1.784 -1.013 0.081
H -1.847 -1.773 -2.499 0.082
H -2.530 0.580 -1.832 0.128
H -3.420 1.014 1.573 0.080
H -2.925 2.182 0.316 0.083
H -4.160 1.111 -0.098 0.077
C 1.876 1.207 -1.229 -0.072
N 1.652 0.856 0.176 0.000
C 2.248 -0.302 0.675 -0.550
C 1.745 -0.679 2.036 -0.009
O 3.100 -0.908 0.068 0.051
H 1.016 0.952 -1.847 0.056
H 2.098 2.271 -1.263 0.076
H 2.702 0.596 -1.585 0.078
H 0.706 0.936 0.533 0.106
H 2.178 -0.001 2.780 0.089
H 0.668 -0.837 2.120 0.067
H 2.231 -1.623 2.294 0.082